1.
Density functional theory data (ωB97M-V/def2-TZVPD) for C46H50BBrLaN12O5SeSi as an isolated structure in a non-equilibrium geometry.

Summary:
charge: -1
Kohn-Sham gap (alpha / beta): 4.40 / 5.80 eV

Last column: Löwdin charge in e.
Atoms and positions in Å:
La1 -3.19 -19.92 -3.59  2.104
C1 -2.86 -16.99 -8.94  -0.088
C2 -4.20 -16.51 -9.00  -0.205
N1 -4.71 -16.16 -7.82  0.052
N2 -3.70 -16.43 -6.92  -0.063
C3 -2.56 -16.92 -7.57  -0.061
B1 -4.14 -16.37 -5.46  -0.486
N3 -2.99 -16.39 -4.34  -0.004
C4 -2.31 -15.34 -3.81  -0.088
C5 -1.65 -15.75 -2.65  -0.064
C6 -1.88 -17.13 -2.57  -0.135
N4 -2.63 -17.52 -3.63  -0.132
N5 -5.26 -17.48 -5.07  -0.029
C7 -6.63 -17.18 -5.22  -0.043
C8 -7.34 -18.01 -4.32  -0.065
C9 -6.33 -18.76 -3.69  -0.167
N6 -5.12 -18.43 -4.15  -0.161
H1 -2.26 -17.38 -9.78  0.085
H2 -4.83 -16.32 -9.87  0.086
H3 -1.68 -17.21 -7.03  0.101
H4 -4.73 -15.32 -5.43  0.098
H5 -2.32 -14.26 -4.18  0.145
H6 -1.10 -15.10 -2.02  0.075
H7 -1.72 -17.85 -1.80  0.094
H8 -6.85 -16.45 -5.99  0.102
H9 -8.42 -18.04 -4.12  0.091
H10 -6.50 -19.67 -3.06  0.115
C10 -4.00 -20.79 -6.69  -0.032
O1 -3.97 -21.45 -5.38  -0.322
C11 -4.35 -22.77 -5.20  -0.206
C12 -4.51 -23.70 -6.23  -0.045
C13 -5.01 -24.96 -5.92  -0.157
C14 -5.32 -25.34 -4.65  -0.143
C15 -5.20 -24.44 -3.60  -0.043
C16 -4.73 -23.12 -3.81  -0.188
N7 -4.42 -22.20 -2.80  -0.115
N8 -4.70 -22.63 -1.60  0.016
C17 -4.35 -22.06 -0.44  -0.169
C18 -3.23 -21.12 -0.42  -0.357
O2 -2.90 -20.39 -1.43  -0.354
C19 -2.42 -21.12 0.75  -0.032
C20 -2.84 -21.74 1.90  -0.085
C21 -4.09 -22.39 2.00  -0.193
C22 -4.58 -22.95 3.24  -0.067
C23 -5.70 -23.74 3.30  -0.106
C24 -6.48 -23.93 2.07  -0.103
C25 -6.03 -23.39 0.88  -0.057
C26 -4.89 -22.54 0.84  -0.107
H11 -3.21 -21.21 -7.35  0.104
H12 -3.70 -19.73 -6.50  0.075
H13 -4.99 -20.82 -7.20  0.109
H14 -4.31 -23.43 -7.27  0.108
H15 -5.08 -25.71 -6.76  0.109
H16 -5.55 -26.41 -4.47  0.106
H17 -5.51 -24.79 -2.59  0.104
H18 -1.51 -20.51 0.71  0.110
H19 -2.24 -21.86 2.79  0.095
H20 -4.01 -22.80 4.15  0.091
H21 -6.12 -24.20 4.26  0.102
H22 -7.29 -24.66 2.05  0.083
H23 -6.54 -23.62 -0.04  0.096
Br1 0.00 -24.87 -4.67  0.716
C27 0.94 -23.28 -5.11  -0.726
C28 2.31 -23.39 -5.54  -0.110
C29 3.02 -22.24 -5.81  -0.057
C30 2.32 -20.99 -5.65  0.030
C31 0.97 -21.02 -5.22  -0.224
N9 0.35 -22.13 -4.98  0.090
C32 0.09 -19.83 -5.07  -0.521
O3 0.56 -18.86 -5.71  0.012
O4 -0.98 -19.93 -4.28  -0.294
H24 2.76 -24.36 -5.60  0.075
H25 4.05 -22.29 -6.11  0.097
H26 2.77 -20.06 -5.96  0.104
N10 -9.78 -23.80 -10.29  0.037
C33 -9.06 -23.18 -9.57  -0.727
H27 -10.43 -24.47 -10.80  0.121
C34 -9.41 -18.56 4.04  -0.067
C35 -10.48 -18.31 2.96  -0.214
N11 -10.17 -18.68 1.58  -0.047
C36 -9.92 -17.57 0.62  -0.189
C37 -8.44 -17.17 0.53  -0.061
C38 -10.48 -19.98 1.24  -0.384
O5 -10.71 -20.80 2.12  0.055
C39 -10.31 -20.48 -0.19  -0.098
C40 -11.36 -21.30 -0.66  0.002
C41 -11.38 -21.66 -1.99  -0.075
C42 -10.35 -21.29 -2.81  -0.131
N12 -9.32 -20.55 -2.36  0.084
C43 -9.36 -20.10 -1.12  -0.125
H28 -9.55 -18.14 5.06  0.075
H29 -8.41 -18.24 3.64  0.083
H30 -9.42 -19.59 4.26  0.048
H31 -10.85 -17.29 3.01  0.107
H32 -11.33 -18.99 3.16  0.113
H33 -10.52 -16.72 0.86  0.102
H34 -10.28 -17.94 -0.33  0.097
H35 -8.16 -16.78 1.49  0.055
H36 -8.24 -16.38 -0.23  0.083
H37 -7.80 -18.01 0.25  0.061
H38 -12.09 -21.55 0.10  0.117
H39 -12.25 -22.22 -2.35  0.109
H40 -10.25 -21.70 -3.82  0.116
H41 -8.44 -19.61 -0.78  0.112
C44 -8.19 -18.90 -10.68  -0.242
Si1 -8.72 -20.63 -10.91  0.242
C45 -7.39 -21.59 -11.84  -0.239
C46 -10.46 -20.62 -11.49  -0.214
Se1 -8.33 -21.66 -8.83  0.737
H42 -8.81 -18.10 -11.11  0.031
H43 -7.09 -18.73 -10.97  0.062
H44 -8.15 -18.79 -9.56  0.025
H45 -7.55 -22.65 -12.02  0.027
H46 -6.47 -21.52 -11.28  0.017
H47 -7.23 -21.19 -12.84  0.021
H48 -10.73 -21.59 -11.94  0.025
H49 -10.55 -19.90 -12.31  0.033
H50 -11.16 -20.40 -10.68  0.040

***

2.
Density functional theory data (ωB97M-V/def2-TZVPD) for C46H50Cl3N4O3Sn as an isolated structure in a non-equilibrium geometry.

Summary:
charge: +1
Kohn-Sham gap: 7.20 eV

Last column: Löwdin charge in e.
Atoms and positions in Å:
Sn1 0.84 -0.85 1.65  1.554
C1 0.78 -0.88 6.37  0.027
C2 0.84 -1.61 5.05  -0.424
O1 0.70 -0.99 3.96  -0.171
N1 0.89 -2.97 5.12  0.103
C3 1.11 -3.83 3.93  -0.071
C4 -0.20 -4.00 3.18  -0.267
C5 -1.25 -4.77 3.73  -0.011
C6 -2.47 -4.77 3.13  -0.044
C7 -2.63 -4.02 1.97  -0.039
C8 -1.58 -3.28 1.48  -0.142
N2 -0.38 -3.31 2.08  0.032
H1 -0.25 -0.85 6.75  0.106
H2 1.10 0.16 6.18  0.103
H3 1.43 -1.30 7.14  0.089
H4 1.25 -3.36 5.99  0.149
H5 1.38 -4.85 4.32  0.149
H6 1.84 -3.39 3.24  0.095
H7 -1.01 -5.37 4.62  0.127
H8 -3.24 -5.44 3.46  0.115
H9 -3.59 -4.05 1.47  0.118
H10 -1.66 -2.74 0.52  0.106
C9 3.74 0.93 -1.71  -0.058
C10 2.63 0.88 -2.73  -0.377
C11 3.06 1.56 -4.06  -0.048
C12 2.23 -0.55 -3.02  -0.151
C13 3.11 -1.31 -3.78  -0.035
C14 2.83 -2.64 -4.13  -0.059
C15 1.61 -3.19 -3.77  -0.041
C16 0.68 -2.44 -3.05  -0.171
C17 -0.65 -3.06 -2.80  -0.384
C18 -0.63 -4.30 -1.90  -0.071
C19 -1.29 -3.47 -4.14  -0.074
C20 1.01 -1.13 -2.59  -0.200
N3 0.29 -0.52 -1.56  0.154
C21 -0.54 0.46 -1.90  -0.106
C22 -1.17 1.40 -0.90  -0.139
N4 -0.88 1.38 0.38  0.106
C23 -1.14 2.37 1.34  -0.191
C24 -2.28 2.36 2.13  -0.161
C25 -2.56 3.50 2.92  -0.047
C26 -1.66 4.53 3.08  -0.062
C27 -0.41 4.44 2.42  -0.025
C28 -0.13 3.37 1.58  -0.141
C29 1.17 3.34 0.84  -0.385
C30 1.19 4.46 -0.24  -0.052
C31 2.47 3.45 1.67  -0.053
C32 -3.27 1.21 2.25  -0.380
C33 -2.76 0.39 3.44  -0.053
C34 -3.58 0.41 1.02  -0.066
C35 -1.93 2.41 -1.64  -0.090
C36 -2.60 3.57 -1.29  0.001
C37 -3.32 4.26 -2.28  -0.044
C38 -3.36 3.81 -3.60  0.003
C39 -2.63 2.67 -4.02  -0.152
C40 -2.54 2.10 -5.33  0.028
C41 -1.72 0.96 -5.54  -0.034
C42 -1.05 0.31 -4.47  0.007
C43 -1.16 0.81 -3.20  -0.082
C44 -1.92 2.00 -3.02  -0.067
H11 3.83 1.98 -1.41  0.071
H12 4.73 0.67 -2.13  0.091
H13 3.66 0.27 -0.80  0.085
H14 1.76 1.36 -2.30  0.107
H15 4.05 1.18 -4.42  0.087
H16 3.13 2.66 -3.98  0.089
H17 2.38 1.23 -4.82  0.065
H18 4.12 -0.86 -4.02  0.129
H19 3.62 -3.24 -4.66  0.124
H20 1.35 -4.19 -4.03  0.107
H21 -1.33 -2.28 -2.34  0.133
H22 -0.31 -5.19 -2.51  0.089
H23 -1.65 -4.59 -1.59  0.083
H24 0.03 -4.21 -1.04  0.071
H25 -0.90 -4.42 -4.50  0.073
H26 -1.02 -2.74 -4.93  0.074
H27 -2.39 -3.49 -4.19  0.089
H28 -3.46 3.52 3.49  0.109
H29 -1.93 5.40 3.63  0.096
H30 0.37 5.18 2.73  0.131
H31 1.24 2.39 0.27  0.111
H32 1.13 5.49 0.21  0.096
H33 0.30 4.32 -0.91  0.081
H34 2.12 4.38 -0.81  0.070
H35 2.60 4.50 2.02  0.087
H36 3.26 3.21 0.98  0.060
H37 2.48 2.74 2.51  0.076
H38 -4.26 1.69 2.56  0.149
H39 -1.75 0.03 3.29  0.046
H40 -3.45 -0.44 3.67  0.085
H41 -2.72 1.05 4.32  0.088
H42 -2.80 -0.38 0.99  0.064
H43 -3.60 1.02 0.12  0.067
H44 -4.58 -0.09 1.09  0.103
H45 -2.59 3.96 -0.25  0.127
H46 -3.89 5.13 -1.93  0.117
H47 -3.89 4.35 -4.38  0.119
H48 -3.12 2.47 -6.18  0.118
H49 -1.67 0.50 -6.51  0.102
H50 -0.42 -0.61 -4.67  0.122
Cl1 5.79 0.29 2.64  0.641
C45 4.93 -1.23 2.35  -1.427
Cl2 5.71 -1.98 0.93  0.621
Cl3 5.15 -2.35 3.81  0.561
C46 3.48 -1.04 2.03  -0.835
O2 2.98 0.12 2.30  -0.161
O3 2.78 -2.03 1.63  -0.197

***

3.
Density functional theory data (ωB97M-V/def2-TZVPD) for C46H51BrN3S5ScSi4Te as an isolated structure.

Summary:
charge: -2
Kohn-Sham gap (alpha / beta): 3.43 / 3.45 eV

Last column: Löwdin charge in e.
Atoms and positions in Å:
Sc1 0.23 -0.13 -1.75  0.501
S1 0.57 2.51 -1.28  0.550
C1 1.77 2.26 -2.53  -0.745
C2 2.57 3.26 -3.10  -0.101
C3 3.49 2.92 -4.06  -0.093
C4 3.63 1.59 -4.45  -0.076
C5 2.81 0.65 -3.86  -0.126
N1 1.91 0.99 -2.94  -0.047
H1 2.43 4.28 -2.77  0.093
H2 4.12 3.69 -4.50  0.095
H3 4.36 1.29 -5.20  0.091
H4 2.85 -0.40 -4.12  0.115
S2 -1.27 -2.26 -0.96  0.566
C6 -2.93 -1.85 -0.65  -0.717
C7 -3.93 -2.82 -0.74  -0.124
C8 -5.27 -2.52 -0.55  -0.110
C9 -5.66 -1.22 -0.24  -0.117
C10 -4.69 -0.24 -0.11  -0.144
C11 -3.34 -0.55 -0.30  -0.680
S3 -2.15 0.74 -0.17  0.429
H5 -3.64 -3.83 -1.00  0.094
H6 -6.01 -3.30 -0.65  0.091
H7 -6.70 -0.97 -0.10  0.088
H8 -4.97 0.78 0.14  0.084
S4 4.18 2.46 1.95  1.007
C12 5.22 2.75 3.29  -0.460
C13 5.95 1.64 3.58  -0.233
C14 5.64 0.53 2.74  -0.158
C15 4.64 0.80 1.83  -0.497
C16 4.06 -0.09 0.84  -0.252
C17 2.80 0.14 0.31  -0.204
N2 2.18 -0.60 -0.61  -0.040
C18 2.95 -1.65 -1.18  -0.183
C19 4.24 -1.99 -0.64  -0.180
C20 4.93 -3.10 -1.26  -0.048
C21 4.41 -3.76 -2.32  -0.049
C22 3.13 -3.40 -2.88  -0.182
C23 2.58 -4.03 -3.96  -0.030
C24 1.29 -3.62 -4.44  -0.244
C25 0.66 -2.60 -3.76  -0.131
N3 1.16 -1.93 -2.72  -0.048
C26 2.43 -2.31 -2.25  -0.199
C27 0.65 -4.23 -5.60  -0.482
C28 -0.54 -3.92 -6.23  -0.144
C29 -0.83 -4.76 -7.34  -0.229
C30 0.13 -5.70 -7.56  -0.476
S5 1.40 -5.56 -6.41  0.983
C31 4.77 -1.25 0.37  -0.010
H9 5.25 3.72 3.77  0.043
H10 6.68 1.60 4.38  0.084
H11 6.08 -0.45 2.84  0.090
H12 2.23 1.00 0.67  0.036
H13 5.90 -3.39 -0.86  0.098
H14 4.96 -4.59 -2.77  0.099
H15 3.12 -4.84 -4.43  0.077
H16 -0.34 -2.29 -4.05  0.095
H17 -1.18 -3.11 -5.91  0.100
H18 -1.71 -4.65 -7.95  0.089
H19 0.16 -6.45 -8.33  0.037
H20 5.76 -1.49 0.75  0.096
Br1 -3.60 0.75 -7.63  0.626
C32 -2.60 0.55 -6.01  -0.712
C33 -1.23 0.39 -6.07  -0.152
C34 -0.53 0.24 -4.87  -0.146
C35 -1.13 0.23 -3.60  -0.204
C36 -2.53 0.39 -3.63  -0.131
C37 -3.27 0.55 -4.80  -0.152
H21 -0.72 0.38 -7.02  0.090
H22 0.54 0.10 -4.96  0.072
H23 -3.09 0.38 -2.70  0.052
H24 -4.35 0.66 -4.76  0.088
C38 -0.05 1.21 6.62  -0.221
Si1 0.02 0.23 5.02  0.304
C39 1.80 0.12 4.47  -0.214
C40 -0.62 -1.50 5.36  -0.222
Si2 -1.29 1.19 3.33  0.141
Te1 -0.53 -0.21 1.37  0.769
Si3 -0.97 3.49 3.15  0.317
C41 0.84 3.93 3.04  -0.221
C42 -1.72 4.31 4.67  -0.220
C43 -1.83 4.16 1.63  -0.212
Si4 -3.52 0.70 3.78  0.331
C44 -3.89 -1.09 3.40  -0.209
C45 -4.65 1.84 2.80  -0.221
C46 -3.89 0.99 5.60  -0.226
H25 0.51 0.68 7.40  0.026
H26 -1.08 1.35 6.97  0.012
H27 0.40 2.20 6.50  0.019
H28 2.40 -0.37 5.25  0.034
H29 2.24 1.10 4.27  0.020
H30 1.92 -0.46 3.55  0.023
H31 0.12 -2.06 5.93  0.027
H32 -0.83 -2.04 4.44  0.023
H33 -1.55 -1.47 5.94  0.015
H34 1.41 3.55 3.89  0.019
H35 0.95 5.02 3.01  0.033
H36 1.28 3.51 2.14  0.006
H37 -1.26 3.93 5.59  0.012
H38 -2.79 4.12 4.73  0.012
H39 -1.56 5.39 4.63  0.025
H40 -1.47 3.66 0.73  -0.006
H41 -1.62 5.23 1.53  0.032
H42 -2.91 4.02 1.68  0.014
H43 -3.36 -1.44 2.51  0.007
H44 -4.96 -1.24 3.22  0.030
H45 -3.59 -1.73 4.24  0.021
H46 -4.23 2.09 1.82  -0.008
H47 -4.82 2.77 3.34  0.024
H48 -5.62 1.36 2.63  0.028
H49 -3.31 0.32 6.23  0.010
H50 -4.95 0.81 5.79  0.027
H51 -3.66 2.02 5.90  0.015

***

4.
Density functional theory data (ωB97M-V/def2-TZVPD) for C46H51N8O4PS3Tl as an isolated structure in a non-equilibrium geometry.

Summary:
charge: -2
2S+1: 2
Kohn-Sham gap (alpha / beta): 4.55 / 4.55 eV

Last column: Löwdin spin population.
Atoms and positions in Å:
Tl1 0.02 -0.20 -1.00  0.001
O1 1.56 -8.12 4.05  0.000
N1 2.23 -7.66 3.11  0.000
O2 3.19 -8.20 2.57  0.000
C1 1.59 -6.50 2.37  0.000
C2 0.62 -5.82 3.11  0.000
C3 -0.10 -4.81 2.47  0.000
C4 -0.99 -3.96 3.20  0.000
C5 -1.72 -2.99 2.54  0.000
C6 -1.55 -2.82 1.16  0.001
N2 -0.64 -3.54 0.45  0.000
C7 0.05 -4.49 1.12  0.000
C8 1.07 -5.21 0.39  0.000
N3 1.28 -4.75 -0.88  0.000
C9 2.22 -5.28 -1.60  0.000
C10 2.88 -6.44 -1.21  0.000
C11 2.73 -6.87 0.07  0.000
C12 1.82 -6.24 0.96  0.000
H1 0.41 -6.07 4.12  0.000
H2 -1.13 -4.17 4.27  0.000
H3 -2.41 -2.31 3.09  0.000
H4 -2.23 -2.19 0.55  0.000
H5 2.33 -4.90 -2.65  0.000
H6 3.60 -6.94 -1.91  0.000
H7 3.36 -7.64 0.46  0.000
C13 -1.59 0.83 -7.06  0.001
C14 -1.19 2.28 -7.07  0.001
C15 -0.81 2.86 -8.29  0.000
C16 -0.49 4.19 -8.42  0.001
C17 -0.57 5.00 -7.31  0.000
C18 -0.96 4.46 -6.09  0.001
C19 -1.28 3.08 -5.92  0.000
N4 -1.66 2.56 -4.66  0.004
C20 -0.77 1.74 -3.90  0.007
N5 0.52 1.60 -4.40  -0.001
C21 1.31 0.44 -4.25  0.000
C22 1.17 -0.49 -3.19  0.004
C23 1.96 -1.61 -3.21  0.000
C24 2.83 -1.87 -4.30  0.000
C25 2.98 -0.89 -5.31  0.000
C26 2.23 0.28 -5.28  0.000
C27 2.47 1.37 -6.29  0.000
N6 -1.08 1.25 -2.75  0.040
C28 -2.47 1.38 -2.43  0.183
C29 -3.32 0.18 -2.86  0.050
C30 -4.80 0.49 -2.74  0.207
C31 -5.23 1.70 -2.40  0.031
C32 -4.38 2.69 -1.92  0.337
C33 -2.98 2.46 -1.89  0.026
C34 -2.13 3.52 -1.22  -0.006
H8 -1.42 0.39 -8.06  0.000
H9 -2.67 0.70 -6.96  0.000
H10 -1.10 0.22 -6.34  0.000
H11 -0.60 2.23 -9.14  0.000
H12 -0.16 4.56 -9.39  0.000
H13 -0.36 6.02 -7.45  0.000
H14 -0.95 5.07 -5.17  0.000
H15 -2.67 2.38 -4.38  0.001
H16 0.58 2.24 -5.16  0.000
H17 1.86 -2.38 -2.41  0.000
H18 3.49 -2.72 -4.23  0.000
H19 3.58 -1.15 -6.13  0.000
H20 3.27 1.07 -6.96  0.000
H21 2.70 2.34 -5.78  0.000
H22 1.59 1.65 -6.96  0.000
H23 -3.17 -0.06 -3.98  0.029
H24 -5.40 -0.29 -3.14  0.009
H25 -6.35 1.78 -2.44  -0.004
H26 -4.77 3.41 -1.23  0.024
H27 -2.71 4.10 -0.49  0.000
H28 -1.73 4.24 -1.95  -0.003
H29 -1.26 2.98 -0.85  -0.001
C35 -1.77 -1.83 -2.33  0.001
H30 -1.41 -2.66 -1.71  0.001
H31 -1.09 -1.70 -3.23  0.001
C36 -2.31 1.66 4.24  0.000
C37 -2.04 1.74 5.74  0.000
C38 -1.75 0.40 6.35  0.000
O3 -0.86 2.48 6.11  0.000
P1 -0.37 3.89 5.55  0.000
S1 -1.77 5.25 5.55  0.000
S2 0.66 3.59 3.84  0.000
O4 0.60 4.31 6.74  0.000
C39 1.54 3.55 7.54  0.000
C40 0.85 3.15 8.79  0.000
C41 2.19 2.38 6.81  0.000
H32 -3.03 0.80 4.02  0.000
H33 -1.35 1.41 3.74  0.000
H34 -2.69 2.64 3.86  0.000
H35 -2.86 2.24 6.29  0.000
H36 -0.80 0.07 5.98  0.000
H37 -2.43 -0.41 6.12  0.000
H38 -1.74 0.35 7.40  0.000
H39 2.39 4.22 7.83  0.000
H40 -0.04 2.63 8.56  0.000
H41 0.70 3.99 9.51  0.000
H42 1.53 2.50 9.29  0.000
H43 1.43 1.69 6.59  0.000
H44 2.96 1.85 7.40  0.000
H45 2.63 2.68 5.86  0.000
C42 4.09 1.52 3.46  0.000
C43 3.37 0.21 3.32  0.000
N7 3.87 -0.97 3.06  0.000
C44 2.85 -1.90 3.08  0.000
C45 1.73 -1.24 3.48  0.000
N8 2.04 0.07 3.66  0.000
H46 3.42 2.28 3.22  0.000
H47 4.97 1.56 2.81  0.000
H48 4.40 1.74 4.49  0.000
H49 3.07 -2.94 3.05  0.000
H50 0.82 -1.74 3.76  0.000
H51 1.33 0.80 3.83  0.000
S3 -3.92 -1.34 -0.69  0.018
C46 -2.90 -1.12 -2.03  0.035

***

Energy relative to the best compared isomer or geometry (same formula, charge and spin) for the records above, in order: 308.3; 0.0; 97.3; 304.5 kJ/mol
Energy for the records above, in order: -221436.2394; -104011.2147; -236732.4224; -115126.7748 eV